Below is a cluster of 2 separate species, C3H9NO2 in total, with properties calculated with ωB97M-V with the def2-TZVPD basis set.

```
15
Properties=species:S:1:pos:R:3:mulliken_spin:R:1
O 1.0599 1.3476 0.1847 0.174
C 0.8510 0.3812 -0.4565 0.082
C -0.5484 -0.3518 -0.5883 0.029
C -1.6396 0.4934 0.1411 0.136
N -0.8121 -0.4335 -1.9744 0.564
H 1.7081 -0.1530 -0.8935 0.030
H -0.4748 -1.3580 -0.1910 -0.013
H -2.6028 0.0168 -0.0044 -0.004
H -1.6656 1.4998 -0.3037 0.001
H -1.2327 0.6661 1.1326 0.013
H -1.4776 -1.1663 -2.2581 -0.001
H -1.1452 0.4156 -2.4384 -0.010
H 2.9365 -0.2059 3.2107 0.000
H 2.5601 -0.3177 1.8128 0.000
O 2.4831 -0.8343 2.6264 0.000
```

The value obtained for the HOMO-LUMO gap (alpha / beta) is 9.928 / 5.342 eV. As for the HOMO energy (alpha / beta): -0.5359 / -0.5359 hartree. As for the multiplicity: 2. The value obtained for the largest force on an atom is 2.25 eV Å⁻¹. The calculation puts the total energy at -8831.9978 eV. Its total charge is +1.

Below is a structure of composition C5H12NO2, with properties calculated with ωB97M-V with the def2-TZVPD basis set.

```
20
Properties=species:S:1:pos:R:3:nbo_charge:R:1
C -1.1941 -0.6843 -0.3566 -0.396
N -0.1143 -0.2091 -1.6895 -0.363
C 0.1955 0.0541 -0.3747 0.026
C 1.1994 -0.9535 0.1088 -0.072
O 1.2340 -0.8617 1.5558 -0.984
C 0.2523 1.4835 0.2795 -0.073
O 0.9156 1.7380 1.5275 -0.780
C -1.7636 -1.0150 1.1651 -0.544
H -1.9437 -0.1206 -0.8318 0.230
H -1.1093 -1.5918 -0.8577 0.258
H 2.2153 1.7726 -3.2433 -0.029
H 1.5640 1.7493 -2.7370 0.022
H 2.2474 -0.7140 -0.3826 0.120
H 0.9190 -1.9873 -0.3200 0.127
H 1.1502 0.7935 1.6859 0.512
H -0.8693 1.8728 0.3659 0.151
H 0.9026 2.0162 -0.5678 0.161
H -1.3558 -1.9431 1.5791 0.225
H -1.4735 -0.2172 1.8586 0.231
H -2.9714 -1.1824 1.2349 0.176
```

The value obtained for the HOMO-LUMO gap is 6.798 eV. As for the HOMO energy: -0.1155 hartree. The value obtained for the largest force on an atom is 3.80 eV Å⁻¹. The calculation puts the total energy at -10958.0283 eV. Its total charge is -1.

Below is a cluster of 2 separate species, C5H14OSi3 in total, with properties calculated with ωB97M-V with the def2-TZVPD basis set.

```
23
Properties=species:S:1:pos:R:3:nbo_charge:R:1
C -2.2676 1.6520 0.2163 -0.124
C -1.1360 1.6228 -0.4803 -0.647
C -2.9915 0.3663 0.4704 -0.448
C -2.0985 -0.8254 0.1057 -0.839
C 1.4437 -2.3555 0.6686 -1.100
O 2.4112 0.2075 -0.1230 -1.281
Si -0.6739 -0.1308 -0.9724 0.834
Si 3.2351 1.5744 0.1307 1.276
Si 1.4386 -0.9881 -0.6570 1.286
H -2.7190 2.5602 0.5962 0.205
H -0.5850 2.5219 -0.7096 0.226
H -3.3230 0.3183 1.5116 0.214
H -3.8952 0.3652 -0.1469 0.220
H -1.7013 -1.2763 1.0170 0.229
H -2.6716 -1.5996 -0.3967 0.241
H 2.4495 -2.6271 0.9759 0.246
H 0.9013 -2.0553 1.5627 0.235
H 0.9649 -3.2528 0.2823 0.238
H -1.2407 -0.3915 -2.7926 -0.182
H 2.3006 2.6882 -0.0343 -0.216
H 4.3114 1.6241 -0.8570 -0.210
H 3.7387 1.4826 1.4997 -0.208
H 2.1081 -1.4810 -1.8675 -0.195
```

The value obtained for the HOMO-LUMO gap is 9.742 eV. As for the HOMO energy: -0.3316 hartree. The value obtained for the largest force on an atom is 3.62 eV Å⁻¹. The calculation puts the total energy at -31092.8894 eV.

Below is a structure of composition C46H60BN6O2PY, with properties calculated with ωB97M-V with the def2-TZVPD basis set.

```
117
Properties=species:S:1:pos:R:3:lowdin_charge:R:1
Y -0.6074 0.6721 -0.9414 1.589
C -3.9298 0.6411 1.2977 -0.034
C -2.6360 0.8446 2.0868 -0.369
C -2.9307 1.1635 3.5493 -0.052
C -1.7686 -0.3652 1.9500 -0.254
C -1.6609 -1.4481 2.7988 0.041
C -0.8892 -2.3895 2.1335 -0.165
C -0.7492 -3.7637 2.7346 -0.341
C -2.0508 -4.5365 2.4945 -0.042
C 0.4783 -4.5918 2.4066 -0.061
N -0.5006 -1.8606 0.9470 0.078
N -1.0470 -0.5997 0.8496 -0.043
B 0.1920 -2.4791 -0.3431 -0.432
N 1.4926 -1.7095 -0.7880 0.060
N 1.4917 -0.3531 -1.1097 0.003
C 2.7271 -0.0546 -1.5437 -0.243
C 3.5260 -1.1807 -1.4827 0.032
C 2.7327 -2.2069 -1.0191 -0.174
C 3.2852 -3.6103 -0.9893 -0.345
C 3.1819 -4.3953 0.3075 -0.051
C 2.7785 -4.4128 -2.1825 -0.039
C 3.2529 1.2718 -2.0170 -0.344
C 2.2003 2.3414 -2.1868 -0.064
C 4.3763 1.7257 -1.0801 -0.039
N -0.8573 -2.4690 -1.5164 0.067
N -1.4042 -1.2698 -1.9332 -0.004
C -2.3592 -1.5532 -2.8271 -0.253
C -2.4620 -2.9223 -2.9701 0.036
C -1.5028 -3.4816 -2.1417 -0.163
C -1.2804 -4.9772 -2.1914 -0.332
C -0.6744 -5.7258 -1.0150 -0.058
C -0.5744 -5.3210 -3.5113 -0.043
C -3.1416 -0.5395 -3.6097 -0.358
C -3.8664 0.4843 -2.7436 -0.051
C -2.2606 0.1219 -4.6696 -0.047
H -4.5780 1.5087 1.4135 0.091
H -3.7381 0.5113 0.2294 0.052
H -4.4652 -0.2396 1.6556 0.094
H -2.1107 1.7034 1.6471 0.076
H -3.5870 0.4114 3.9873 0.087
H -2.0188 1.2107 4.1423 0.084
H -3.4295 2.1267 3.6254 0.073
H -2.1167 -1.5764 3.7618 0.126
H -0.7057 -3.5539 3.8097 0.140
H -2.2799 -4.5993 1.4323 0.070
H -1.9664 -5.5476 2.8882 0.089
H -2.8927 -4.0475 2.9805 0.082
H 0.3834 -5.0863 1.4462 0.042
H 1.3819 -3.9887 2.4016 0.075
H 0.5949 -5.3685 3.1610 0.093
H 0.4995 -3.5880 -0.1108 0.093
H 4.5560 -1.2576 -1.7746 0.127
H 4.3547 -3.4360 -1.1558 0.133
H 2.1982 -4.8276 0.4389 0.036
H 3.8981 -5.2146 0.2810 0.090
H 3.4114 -3.7781 1.1740 0.087
H 1.7103 -4.5811 -2.0978 0.036
H 2.9659 -3.8924 -3.1200 0.093
H 3.2708 -5.3829 -2.2221 0.094
H 3.7038 1.0790 -2.9986 0.150
H 1.7629 2.5968 -1.2183 0.033
H 2.6393 3.2623 -2.5699 0.103
H 1.4088 2.0458 -2.8740 0.070
H 4.0055 1.8332 -0.0632 0.059
H 5.1930 1.0081 -1.0652 0.080
H 4.7730 2.6852 -1.4052 0.088
H -3.1362 -3.4537 -3.6120 0.127
H -2.3037 -5.3611 -2.2858 0.141
H 0.3974 -5.5795 -0.9173 0.051
H -1.1435 -5.4537 -0.0748 0.053
H -0.8412 -6.7911 -1.1709 0.094
H 0.3828 -4.8117 -3.6004 0.066
H -0.3980 -6.3929 -3.5715 0.088
H -1.1812 -5.0260 -4.3648 0.081
H -3.9088 -1.1247 -4.1274 0.139
H -3.1792 1.1349 -2.1917 0.038
H -4.4638 1.1438 -3.3736 0.092
H -4.5356 0.0016 -2.0309 0.084
H -1.4980 0.7473 -4.2084 0.052
H -1.7658 -0.6242 -5.2901 0.087
H -2.8641 0.7585 -5.3143 0.087
O -0.7643 2.3187 -2.6693 -0.065
C -1.1114 3.0265 -1.6925 -0.645
O -1.8385 2.5067 -0.7780 -0.177
C -0.5163 4.3569 -1.3952 -0.156
C -0.6054 5.4052 -2.2962 0.001
C -0.1273 6.6564 -1.9380 -0.049
C 0.4257 6.8477 -0.6814 -0.050
C 0.5452 5.7857 0.2031 -0.074
C 0.1142 4.5122 -0.1500 -0.284
P 0.3192 3.0448 0.9567 1.108
C -0.6183 3.6731 2.3958 -0.354
C -0.1125 3.5790 3.6856 -0.078
C -0.8392 4.0784 4.7579 -0.071
C -2.0709 4.6744 4.5481 -0.076
C -2.5832 4.7642 3.2593 -0.076
C -1.8653 4.2643 2.1882 -0.100
C 2.0198 2.9830 1.6038 -0.392
C 2.9998 3.9685 1.5573 -0.076
C 4.2417 3.7474 2.1333 -0.069
C 4.5194 2.5453 2.7653 -0.071
C 3.5524 1.5527 2.8126 -0.072
C 2.3174 1.7664 2.2238 -0.134
H -1.0695 5.2448 -3.2585 0.127
H -0.2122 7.4846 -2.6255 0.113
H 0.7648 7.8293 -0.3853 0.113
H 0.9464 5.9653 1.1908 0.112
H 0.8584 3.1320 3.8648 0.100
H -0.4303 4.0095 5.7551 0.109
H -2.6298 5.0723 5.3823 0.109
H -3.5437 5.2295 3.0873 0.111
H -2.2683 4.3467 1.1851 0.110
H 2.8199 4.9067 1.0591 0.092
H 4.9949 4.5201 2.0861 0.111
H 5.4891 2.3790 3.2106 0.109
H 3.7630 0.6088 3.2954 0.110
H 1.5694 0.9803 2.2527 0.099
```

The value obtained for the HOMO-LUMO gap is 9.044 eV. As for the HOMO energy: -0.4057 hartree. The value obtained for the largest force on an atom is 0.72 eV Å⁻¹. The calculation puts the total energy at -72722.9479 eV. Its total charge is +1.

Energy relative to the best compared isomer or geometry (same formula, charge and spin) in kcal/mol, matching the order above: 34.9, 206.7, 0.0, 19.4